DFT (wB97M-V/def2-TZVPD) results for C44H53Cl5LaN14O2P as an isolated structure.

For the orbital gap (spin up / spin down), the calculation gives 1.55 / 1.56 eV. Its HOMO energy (spin up / spin down) is -0.1417 / -0.1418 Ha. The LUMO energy (spin up / spin down) is -0.085 / -0.085 Ha.

Element x y z (Å)
1 La -3.4059 -0.4510 0.8437
2 Cl -5.8792 -6.0462 -0.5012
3 Cl -4.7509 -5.6279 2.3002
4 Cl -3.3895 -2.7022 2.7114
5 Cl -3.9947 -5.3155 -2.9212
6 Cl -1.6986 -3.0087 -2.3712
7 P 2.3624 6.5027 0.3801
8 O -10.7764 -2.6774 2.6661
9 O -11.7267 -2.3382 0.6475
10 N 3.7835 8.6492 -0.3837
11 N 2.5908 8.9465 1.6986
12 N -3.1246 0.2448 -1.6025
13 N -0.0884 1.5679 3.4116
14 N 1.3213 8.8649 -0.4196
15 N 0.4716 0.4097 3.0458
16 N -5.2415 3.4174 1.4033
17 N -3.9955 1.6184 1.7239
18 N -1.5064 0.4459 2.1362
19 N -4.2247 3.7995 2.2405
20 N -2.2509 2.5586 3.0842
21 N -5.1549 2.1036 1.1797
22 N -0.2915 -0.2514 2.1914
23 N -5.5913 -0.6049 -0.5107
24 C 1.4401 -6.2476 0.7664
25 C -1.9465 0.4763 -2.2171
26 C 3.9402 -0.0157 0.7314
27 C 3.7408 -2.8023 -3.4894
28 C -4.2574 0.1826 -2.3658
29 C 4.2051 -0.5540 -2.3304
30 C 6.2005 -1.2939 0.4839
31 C -3.8490 -4.5344 -1.4490
32 C -6.9677 -1.8198 1.0568
33 C 2.6185 9.1527 -1.1088
34 C -4.4551 -4.5584 1.0051
35 C 3.4214 -4.1939 -1.1587
36 C -9.3116 -0.6321 -0.0049
37 C 3.9126 9.1090 1.0246
38 C 4.0215 -2.5300 0.2552
39 C 3.5764 -3.6758 0.9895
40 C -9.4066 -1.6519 0.9769
41 C -3.4756 2.6884 2.3841
42 C -2.9966 -2.8775 0.0589
43 C 3.7230 -6.4851 1.6632
44 C 3.2054 -4.6732 0.1293
45 C 2.3550 7.4504 2.0217
46 C 3.9765 -2.8780 -1.1280
47 C -3.7087 -3.4045 1.1087
48 C 3.9397 7.2024 -0.3969
49 C -4.6022 -5.0049 -0.3515
50 C -1.8200 0.4692 -3.6199
51 C 6.0059 -2.3431 -2.5821
52 C -8.2081 -2.1999 1.5377
53 C 2.9370 -6.1402 0.4330
54 C 3.3592 -7.1096 -0.6368
55 C -2.9472 -3.4457 -1.2119
56 C -2.9843 0.2880 -4.4205
57 C 4.4712 -2.0873 -2.3311
58 C 4.6593 -1.6424 2.4148
59 C -5.5045 -0.1129 -1.7575
60 C -6.8373 -0.9446 -0.0024
61 C 1.4636 9.4848 0.8440
62 C -4.2343 0.2413 -3.7739
63 C -10.7529 -2.2138 1.3841
64 C 4.6839 -1.3570 0.9239
65 C 0.9059 7.4538 -0.4197
66 C -1.3513 1.5221 2.9624
67 C -8.0475 -0.2953 -0.4662
68 H 2.7338 10.2219 -1.2514
69 H 3.3976 -5.9403 2.6067
70 H 4.7193 0.7919 0.6350
71 H 0.7255 -5.9828 -0.0549
72 H -10.1977 -0.1859 -0.5191
73 H 4.4811 -0.1582 -3.3963
74 H 3.1141 -4.7066 -2.0536
75 H 3.1867 -0.3487 -1.9889
76 H -0.8277 0.6899 -4.0273
77 H 6.4279 -2.3644 0.2967
78 H 4.5667 8.4825 1.6093
79 H 1.3977 7.4520 2.5799
80 H 2.5020 8.6818 -2.1218
81 H -7.9246 0.5480 -1.1981
82 H -5.1359 0.2023 -4.3097
83 H 3.2609 0.2416 1.5713
84 H 6.6453 -1.5720 -2.1098
85 H 2.6314 -2.8499 -3.3552
86 H -6.0706 -2.2297 1.5340
87 H -6.4168 -0.0644 -2.4080
88 H 6.2636 -0.6506 -0.4235
89 H -1.9602 3.3209 3.7017
90 H 3.9809 6.8300 -1.4572
91 H 3.7617 -7.5864 1.8121
92 H 2.8597 -6.9235 -1.5857
93 H -1.0732 0.7478 -1.6404
94 H -2.8946 0.2698 -5.5180
95 H 3.1066 7.1099 2.7366
96 H 3.4133 -3.7007 2.0351
97 H 4.8487 -6.2470 1.5039
98 H 1.2847 -7.3033 1.1039
99 H 6.8337 -0.8630 1.3014
100 H 3.6763 -1.7450 2.8125
101 H 3.9066 -2.3266 -4.4784
102 H 4.0817 -3.8379 -3.5710
103 H 3.1735 -8.1502 -0.3264
104 H 4.9065 6.9192 0.1129
105 H 4.2218 10.1622 1.0313
106 H 6.2409 -3.3597 -2.1296
107 H 1.2735 -5.5933 1.6628
108 H 5.1946 -2.5958 2.6753
109 H 3.3961 -0.0265 -0.2129
110 H 0.0017 7.2742 0.1523
111 H 0.5619 9.3472 1.4317
112 H 0.7805 7.1573 -1.4736
113 H 6.1668 -2.4208 -3.6884
114 H 4.9261 -0.0507 -1.6271
115 H 4.4354 -7.0516 -0.8446
116 H 1.6308 10.5773 0.6446
117 H -8.2091 -2.8045 2.4661
118 H 5.1300 -0.7724 2.9297
119 H -10.3029 -2.1203 3.3302
120 H 2.6301 9.4030 2.6065


DFT (wB97M-V/def2-TZVPD) results for C44H53F3N10S2Ti as an isolated structure.

As for the net charge: -2. For the orbital gap (spin up / spin down), the calculation gives 4.74 / 4.75 eV. Its HOMO energy (spin up / spin down) is -0.0128 / -0.0130 Ha. The LUMO energy (spin up / spin down) is 0.161 / 0.161 Ha.

Element x y z (Å)
1 Ti -0.4106 -0.1945 -0.2785
2 S -0.5330 -1.1057 2.3737
3 S -0.8613 1.9019 -2.0805
4 F 0.2924 3.6232 -4.2935
5 F 2.0836 3.1076 -5.3680
6 F 0.3104 1.8996 -5.5929
7 N -0.6425 1.6065 1.0973
8 N 3.3426 -0.1320 1.7846
9 N 1.4192 -2.6564 3.3510
10 N -2.4967 -0.3362 -0.1456
11 N -0.6412 -1.2966 -2.1083
12 N 1.3658 -2.4555 1.0760
13 N 1.2385 0.5545 -1.4861
14 N 0.7525 -1.9163 -0.0385
15 N 2.7925 1.1045 5.1354
16 N 4.6009 -0.0735 4.2832
17 C 2.1977 -3.5833 -1.2575
18 C -1.2692 -1.5129 -4.4138
19 C 1.0031 4.5864 -0.4416
20 C 0.6734 -2.6737 -3.6272
21 C 0.3955 -2.1832 -2.3178
22 C 3.4186 0.4902 4.0791
23 C -4.1320 1.9420 -2.0893
24 C 2.7743 1.1352 -3.6865
25 C 2.7783 0.4492 2.8177
26 C -0.1483 -2.3426 -4.6611
27 C 3.2779 0.3081 -2.6957
28 C 1.0348 2.5773 -4.6677
29 C 5.1445 -0.6841 3.2190
30 C -5.3553 -2.8375 -2.0522
31 C -2.8807 0.8008 0.5543
32 C -0.4469 2.5751 3.3764
33 C 1.4918 3.2723 0.1681
34 C -1.4508 -1.0201 -3.1483
35 C 1.1074 3.2101 1.6235
36 C -3.4896 -1.0837 -0.7738
37 C -3.3491 -2.5108 -0.7489
38 C 1.7990 3.9933 2.5301
39 C 2.9788 3.0590 -0.1034
40 C 1.1250 -2.5333 -1.1859
41 C -0.0250 2.4358 2.0153
42 C -1.6623 -4.4207 -0.5341
43 C -2.0271 1.6697 1.1323
44 C -2.2895 -3.1798 0.1004
45 C 1.3822 4.1219 3.8476
46 C -4.6509 -0.5660 -1.4429
47 C 0.7226 1.4032 -2.4214
48 C -1.1847 0.9734 5.1976
49 C 0.2455 3.4287 4.2341
50 C -2.7626 2.7415 4.3884
51 C -5.1366 0.8828 -1.6496
52 C -1.6144 1.8101 3.9894
53 C -5.5338 -1.4717 -2.0443
54 C 4.5377 -0.7116 1.9887
55 C -6.0667 1.3930 -0.5378
56 C 0.8184 -2.1286 2.1981
57 C 2.4639 0.0418 -1.6074
58 C -2.8790 -3.5161 1.4728
59 C -4.2483 -3.3405 -1.3924
60 C 1.5168 1.7060 -3.5540
61 H -4.6800 2.8272 -2.4302
62 H 2.0871 1.7892 4.8908
63 H -1.9935 1.1182 3.2431
64 H -3.9360 0.9959 0.6695
65 H 1.8016 0.8941 2.6895
66 H -1.9641 -1.2465 -5.1976
67 H 2.7891 -0.5793 -0.7834
68 H -2.4736 2.5295 1.6297
69 H -3.5285 1.5851 -2.9228
70 H -3.7136 -4.2195 1.3741
71 H -3.4534 2.2471 -1.2970
72 H -6.8169 0.6372 -0.2955
73 H -0.7726 -4.7042 0.0339
74 H 3.4075 1.3760 5.8846
75 H 0.9398 2.4779 -0.3110
76 H 6.1088 -1.1572 3.3740
77 H -3.2400 -2.6097 1.9612
78 H -3.6131 2.1618 4.7570
79 H -2.1155 -3.9566 2.1185
80 H -5.5475 1.6541 0.3835
81 H -3.1007 3.3413 3.5433
82 H 3.3469 2.1570 0.3896
83 H 2.6340 -3.7368 -0.2760
84 H 4.9952 -1.2117 1.1430
85 H -1.3584 -4.2271 -1.5642
86 H 1.5182 5.4380 0.0165
87 H -0.0715 4.7000 -0.2893
88 H -2.4548 3.4281 5.1838
89 H 1.9135 4.7605 4.5442
90 H 3.1450 2.9473 -1.1783
91 H 0.0554 -2.7061 -5.6622
92 H -5.8040 0.7844 -2.5118
93 H 3.3684 1.3591 -4.5630
94 H 1.1894 4.6039 -1.5185
95 H -2.3428 -5.2788 -0.5297
96 H 2.9881 -3.2842 -1.9551
97 H 2.6630 4.5516 2.1828
98 H -2.2751 -0.3583 -2.9252
99 H -6.3992 -1.0649 -2.5592
100 H 2.3956 -2.8715 3.1950
101 H 1.2704 -2.0678 4.1563
102 H 3.5819 3.9090 0.2352
103 H -6.5853 2.2927 -0.8826
104 H 4.2653 -0.1251 -2.7637
105 H -0.8367 1.5965 6.0252
106 H 1.5367 -3.3073 -3.7815
107 H -1.4918 -2.4694 0.2741
108 H -0.3911 0.2807 4.9199
109 H -4.0891 -4.4116 -1.3533
110 H -0.1123 3.5343 5.2536
111 H -6.0578 -3.4889 -2.5596
112 H -2.0295 0.3806 5.5581
113 H 1.7957 -4.5378 -1.6143


DFT (wB97M-V/def2-TZVPD) results for C44H55BF4KN5O as an isolated structure.

As for the net charge: -2. For the orbital gap, the calculation gives 5.20 eV. Its HOMO energy is -0.0387 Ha. The LUMO energy is 0.152 Ha.

Element x y z (Å)
1 K -0.1969 0.3549 0.2049
2 F 0.4353 4.4391 1.9602
3 F -1.5923 3.9298 2.8382
4 F -0.5177 2.4126 1.5237
5 F 0.2701 2.8902 3.6022
6 O -1.9288 -0.9932 2.6904
7 N -1.3318 1.6077 -1.4342
8 N 1.6880 0.2217 2.0960
9 N 1.4904 0.7746 -1.4159
10 N -2.0960 -1.0710 -0.4717
11 N 0.7034 -1.9011 -0.4759
12 C -0.7542 2.7880 -1.6893
13 C -3.3077 -0.4972 -0.5421
14 C -4.3328 -1.4834 -0.2146
15 C 3.0721 2.3920 -1.7597
16 C 0.6153 3.0079 -1.8061
17 C -5.8026 -1.2215 -0.1215
18 C -3.6793 -2.6617 -0.0093
19 C -1.2300 -3.2931 -0.0091
20 C 2.3648 -3.4585 -0.2072
21 C -4.2291 -4.0945 1.9322
22 C 2.4788 1.2524 1.8732
23 C -4.3199 3.8335 -1.4553
24 C -1.7738 3.8303 -1.7684
25 C 3.6480 1.4694 2.5866
26 C 2.7024 0.2158 -1.3097
27 C 0.1401 -3.0721 -0.1398
28 C -1.0646 -0.2756 3.5408
29 C 2.9512 -1.0997 -0.9231
30 C 3.1642 -0.5164 3.8004
31 C 5.8659 1.1105 -0.2745
32 C -2.2609 -2.3695 -0.1654
33 C -5.0856 3.5437 -2.7479
34 C 4.2889 -4.3738 -1.5477
35 C 3.6250 4.1586 -3.4466
36 C 1.1773 -4.0822 0.0475
37 C 0.6827 -6.4100 -0.7513
38 C 1.9988 -0.6445 3.0471
39 C -2.6424 1.8119 -1.2645
40 C 4.0087 0.5522 3.5584
41 C 3.7312 1.2121 -1.5821
42 C 2.0315 -2.0784 -0.5528
43 C 1.6496 2.0796 -1.6662
44 C -6.4642 -1.2344 -1.5000
45 C 3.7421 -4.0454 -0.1563
46 C 3.6533 3.7543 -1.9716
47 C -1.5174 5.2800 -2.0237
48 C 5.2053 0.9589 -1.6454
49 C -0.0957 -1.2235 4.2538
50 C 0.9412 -5.5039 0.4559
51 C -4.2573 -3.9774 0.4072
52 C -2.9564 3.2206 -1.4946
53 C 1.0132 -1.7404 3.3251
54 C -1.2001 6.0034 -0.7144
55 C -3.5604 0.8333 -0.8845
56 B -0.3554 3.4221 2.4756
57 H 4.0069 5.1711 -3.5883
58 H 0.5578 -2.0757 2.3926
59 H -0.6810 -2.0688 4.6244
60 H -2.0489 5.9389 -0.0387
61 H 3.0835 4.4832 -1.3877
62 H -4.2387 4.9149 -1.3223
63 H -4.5995 1.1448 -0.8418
64 H -6.2729 -1.9795 0.5123
65 H 0.0759 -5.5463 1.1237
66 H -4.8159 -3.2916 2.3729
67 H -2.3913 5.7448 -2.4947
68 H -5.9889 -0.5001 -2.1444
69 H 0.3574 -0.7126 5.1081
70 H -3.6818 -4.7989 -0.0298
71 H -1.6811 0.2251 4.2994
72 H 1.5443 -6.4082 -1.4165
73 H 1.8037 -5.8884 1.0137
74 H -0.6760 5.3919 -2.7139
75 H 1.5243 -2.5843 3.8012
76 H 2.1714 1.9332 1.0944
77 H -0.5029 0.4877 3.0104
78 H 6.9399 0.9239 -0.3373
79 H 5.7026 2.1169 0.1049
80 H 4.9281 0.6636 4.1241
81 H -6.3417 -2.2124 -1.9610
82 H -0.3608 5.5271 -0.2167
83 H 5.6742 1.6527 -2.3528
84 H 5.3030 -4.7726 -1.4795
85 H -5.9720 -0.2506 0.3529
86 H 5.4266 0.4107 0.4335
87 H -4.6292 -5.0542 2.2662
88 H -4.5518 3.9673 -3.5967
89 H -5.1581 2.4702 -2.9007
90 H -1.7071 -0.7987 1.7709
91 H 0.9162 4.0354 -1.9789
92 H 4.6853 3.7758 -1.6060
93 H 3.6563 -5.1104 -2.0393
94 H -0.1748 -6.0429 -1.3103
95 H -7.5291 -1.0075 -1.4297
96 H -0.9663 7.0559 -0.8896
97 H 4.2274 3.4668 -4.0332
98 H 2.6044 4.1165 -3.8181
99 H 0.4857 -7.4375 -0.4372
100 H 3.3960 -1.2407 4.5690
101 H 5.3878 -0.0527 -2.0212
102 H 3.7361 -4.9649 0.4406
103 H -5.2888 -4.0776 0.0519
104 H -3.2074 -3.9854 2.2875
105 H 4.3028 -3.4777 -2.1619
106 H -1.5254 -4.3116 0.2166
107 H 4.4221 -3.3386 0.3313
108 H 3.9935 -1.3982 -0.8840
109 H 4.2635 2.3289 2.3817
110 H -4.8816 3.4395 -0.6052
111 H -6.0923 3.9649 -2.7195


DFT (wB97M-V/def2-TZVPD) results for C44H56BKN11O2Se as an isolated structure.

As for the net charge: -1. For the orbital gap (spin up / spin down), the calculation gives 5.68 / 5.68 eV. Its HOMO energy (spin up / spin down) is -0.1349 / -0.1348 Ha. The LUMO energy (spin up / spin down) is 0.074 / 0.074 Ha.

Element x y z (Å)
1 Se -0.3461 -3.3445 0.9524
2 K -1.1890 0.7792 -0.3967
3 O 0.5194 1.6727 3.0726
4 O -1.3633 -0.7960 3.9518
5 N -0.3481 4.0951 -1.2452
6 N 1.6509 -0.4689 0.4232
7 N 0.8225 -5.8761 0.4324
8 N -1.3644 3.4662 -0.6023
9 N 1.6998 2.7913 -0.3454
10 N 0.0069 1.2453 -2.6852
11 N -3.1373 -0.8554 0.8803
12 N 1.1261 1.6888 0.0277
13 N -1.2921 -5.8344 -0.0899
14 N 0.8225 2.3284 -2.7665
15 N -0.6207 0.0343 1.9226
16 C -0.7154 -9.3770 -1.0508
17 C -2.6556 -5.3936 -0.2698
18 C -1.8254 5.6534 -0.7289
19 C -1.5081 -0.4673 2.7733
20 C -2.2471 4.3882 -0.2702
21 C 3.3497 2.5611 1.2908
22 C -0.8338 -7.1105 -0.3725
23 C -3.5139 4.0393 0.4802
24 C 1.2829 1.0439 -4.5098
25 C 4.0990 -1.0228 0.5974
26 C -3.9723 -0.6883 3.1124
27 C 0.2753 0.4636 -3.7079
28 C 0.5239 -7.1405 -0.0383
29 C -0.3808 -1.3583 -5.2713
30 C 2.7558 3.3283 0.2469
31 C -3.7722 5.1092 1.5462
32 C 0.4959 -1.8885 -2.9856
33 C 0.6357 -9.4061 -0.7190
34 C 2.6217 3.2395 -4.2709
35 C -0.3575 -0.9112 -3.8075
36 C 3.8290 0.5363 2.5775
37 C 3.3174 4.6544 -0.1700
38 C -4.6905 4.0118 -0.5036
39 C -0.2784 -5.0626 0.4172
40 C -4.3881 -1.0504 0.4647
41 C -2.9266 -0.6900 2.1888
42 C 1.6021 2.2232 -3.8716
43 C 2.8962 0.7493 4.9080
44 C 0.4418 0.8204 2.1961
45 C 3.3751 -0.2459 3.8490
46 C 2.3216 -1.3235 3.5934
47 C 0.2668 6.4050 -2.0398
48 C 2.6959 -1.1368 0.1700
49 C 1.6133 0.8294 1.1197
50 C -1.7936 -0.9386 -3.2654
51 C -3.4029 2.6767 1.1702
52 C -5.2665 -0.8668 2.6647
53 C 2.8871 1.3731 1.7269
54 C 4.6213 -0.9511 4.4075
55 C -5.4854 -1.0634 1.3074
56 C -0.6159 5.4202 -1.3449
57 C 1.2805 -8.2841 -0.2065
58 C 4.6015 -0.3405 1.6253
59 C -1.4759 -8.2232 -0.8833
60 B 0.9708 3.4016 -1.6543
61 H -1.8458 -0.7498 -2.1921
62 H 2.1518 -1.8761 4.5219
63 H -3.7277 -0.5541 4.1558
64 H -4.5325 3.2447 -1.2646
65 H 2.5709 5.4501 -0.1452
66 H 5.4459 -0.2460 4.5530
67 H -2.5262 -8.1975 -1.1405
68 H 1.3488 -0.9435 3.2908
69 H -2.9347 5.1709 2.2428
70 H 1.2324 6.5197 -1.5470
71 H -4.5179 -1.1953 -0.6044
72 H 0.4632 6.1093 -3.0713
73 H -6.0978 -0.8569 3.3596
74 H -0.8419 -2.3454 -5.3572
75 H 0.5166 -1.6003 -1.9316
76 H 4.9675 -1.7533 3.7521
77 H 1.5259 -1.8994 -3.3500
78 H 0.6299 -1.4262 -5.6781
79 H -3.9136 6.0950 1.0982
80 H 3.0777 2.9388 -5.2142
81 H 1.7282 0.6673 -5.4158
82 H 2.5295 -2.0026 -0.4809
83 H -2.7126 -4.3543 0.0486
84 H 4.7839 -1.6205 0.0026
85 H -3.3294 -6.0015 0.3360
86 H 2.1802 4.2284 -4.4012
87 H -3.3428 1.8652 0.4444
88 H -2.9381 -5.4706 -1.3210
89 H 4.2714 2.9458 1.7189
90 H 5.6749 -0.4072 1.7836
91 H -5.6258 3.7906 0.0187
92 H 4.5567 1.2545 2.9746
93 H 2.6160 0.2116 5.8178
94 H 2.3309 -8.3079 0.0512
95 H -2.4145 -0.2008 -3.7774
96 H -6.4786 -1.2147 0.9051
97 H 1.6856 4.2491 -2.0980
98 H 4.1037 4.9331 0.5336
99 H 1.7028 -5.5384 0.7792
100 H 3.7562 4.6504 -1.1716
101 H 2.6549 -2.0365 2.8356
102 H -2.2225 -1.9319 -3.4217
103 H 3.7049 1.4432 5.1623
104 H -0.9480 -0.6573 -5.8875
105 H -4.6741 4.8657 2.1136
106 H 0.0922 -2.9037 -3.0546
107 H -4.7986 4.9716 -1.0134
108 H -0.2258 7.3774 -2.0530
109 H -2.3212 6.6052 -0.6304
110 H 1.1977 -10.3196 -0.8616
111 H -1.1842 -10.2681 -1.4465
112 H 2.0384 1.3213 4.5638
113 H -4.2971 2.4910 1.7709
114 H 4.3849 -1.3917 5.3786
115 H 3.4120 3.3326 -3.5243
116 H -2.5258 2.6256 1.8184


So what do the calculations give for energy above the lowest of the compared OMol25 structures with the same formula, charge and spin? Going down the list: 288.42 0.00 2.28 355.00 kJ/mol.